{"formula": "C6H12O", "method": "ωB97M-V with the def2-TZVPD basis set", "orbital_gap_ev": 8.3, "relative_energy_kj_mol": 399.55, "homo_energy_ev": -7.4, "lumo_energy_ev": 0.993, "mol_weight_da": 100.2, "charge": 0, "e_tot_ha": -310.9071, "elements": ["C", "C", "C", "O", "C", "C", "C", "H", "H", "H", "H", "H", "H", "H", "H", "H", "H", "H", "H"], "positions_angstrom": [[-1.46585, 0.97691, -0.29781], [-1.14729, -0.32167, 0.44444], [-0.77979, -1.47753, -0.49994], [0.65386, -1.66810, -0.40333], [1.21710, -0.86385, 0.50709], [1.95248, 0.88049, -0.67198], [0.11523, -0.24455, 1.33268], [-2.37438, 0.86806, -0.90149], [-0.65200, 1.26762, -0.96857], [-1.63246, 1.79978, 0.40638], [-2.02170, -0.60085, 1.04411], [-1.25143, -2.42464, -0.21472], [-1.02285, -1.26863, -1.54804], [2.18990, -0.27859, 0.18238], [3.02734, 1.00029, -0.85221], [1.54860, 1.76322, -0.17217], [1.43996, 0.64084, -1.60511], [0.35523, 0.76180, 1.67875], [-0.02333, -0.87345, 2.22485]], "atomic_forces_ev_per_a": [[0.01, 0.06, -0.04], [-0.03, -0.04, -0.01], [-0.21, -0.01, -0.04], [0.09, 0.06, 0.01], [-0.12, 0.13, 0.00], [-0.10, 0.11, -0.11], [0.05, 0.07, 0.02], [0.13, -0.01, 0.09], [-0.11, -0.05, 0.11], [0.03, -0.12, -0.08], [0.17, 0.02, -0.08], [0.11, 0.15, -0.04], [0.05, 0.00, 0.16], [-0.07, -0.15, 0.14], [-0.15, -0.09, 0.08], [0.04, -0.16, -0.11], [0.06, 0.07, 0.15], [-0.05, -0.10, -0.05], [0.10, 0.07, -0.19]], "lowdin_charge": [-0.070, -0.332, -0.124, -0.091, -0.159, -0.052, -0.141, 0.080, 0.060, 0.082, 0.133, 0.124, 0.125, 0.049, 0.029, 0.025, 0.029, 0.114, 0.120]}



{"formula": "C6H12O", "method": "ωB97M-V with the def2-TZVPD basis set", "orbital_gap_ev": 10.7, "relative_energy_kj_mol": 53.42, "homo_energy_ev": -9.6, "smiles": "C[C@@H]1OCC[C@@H]1C", "lumo_energy_ev": 1.127, "mol_weight_da": 100.2, "charge": 0, "e_tot_ha": -311.0389, "elements": ["C", "C", "O", "C", "C", "C", "C", "H", "H", "H", "H", "H", "H", "H", "H", "H", "H", "H", "H"], "positions_angstrom": [[-1.33969, -1.06868, 1.01769], [0.06803, -1.02853, 0.45396], [1.00786, -0.55808, 1.42133], [1.89429, 0.34677, 0.78070], [0.96504, 1.11235, -0.13666], [0.13373, -0.02109, -0.74712], [-1.14963, 0.53463, -1.38094], [-1.64840, -0.03201, 1.15041], [-1.97463, -1.52429, 0.25066], [-1.48540, -1.59570, 1.96908], [0.38928, -2.03069, 0.13863], [2.39477, 0.94968, 1.54574], [2.67270, -0.17465, 0.19539], [0.31045, 1.72387, 0.49857], [1.44614, 1.74750, -0.88545], [0.70599, -0.49912, -1.55573], [-0.82590, 1.13594, -2.23530], [-1.84539, -0.22452, -1.75577], [-1.71923, 1.20662, -0.72517]], "atomic_forces_ev_per_a": [[0.02, 0.08, 0.02], [-0.37, -0.01, -0.29], [0.09, -0.11, 0.15], [0.14, 0.17, -0.08], [0.04, 0.06, -0.02], [0.13, 0.02, -0.04], [-0.01, -0.03, -0.06], [-0.26, -0.05, 0.17], [-0.10, 0.05, 0.24], [0.37, 0.01, -0.30], [-0.08, 0.11, -0.05], [-0.19, -0.12, -0.08], [-0.16, -0.05, 0.16], [0.10, 0.06, -0.21], [0.01, -0.09, 0.12], [-0.01, 0.14, 0.19], [-0.18, -0.02, -0.01], [0.22, 0.01, 0.08], [0.23, -0.23, 0.00]], "lowdin_charge": [-0.041, -0.350, -0.109, -0.205, -0.148, -0.315, -0.083, 0.077, 0.082, 0.086, 0.142, 0.123, 0.124, 0.125, 0.121, 0.138, 0.078, 0.077, 0.078]}



{"formula": "C6H12O", "method": "ωB97M-V with the def2-TZVPD basis set", "orbital_gap_ev": 11.2, "relative_energy_kj_mol": 116.46, "homo_energy_ev": -10.1, "smiles": "CC(C)[C@H]1O[C@H]1C", "lumo_energy_ev": 1.114, "mol_weight_da": 100.2, "charge": 0, "e_tot_ha": -311.0149, "elements": ["C", "C", "C", "C", "O", "C", "C", "H", "H", "H", "H", "H", "H", "H", "H", "H", "H", "H", "H"], "positions_angstrom": [[1.28546, 1.70001, -0.73588], [0.28756, 0.56750, -0.48148], [-0.15148, -0.17011, -1.76402], [0.84724, -0.41914, 0.52221], [0.67913, -0.11723, 1.90222], [0.01174, -1.26382, 1.38030], [-1.49467, -1.25394, 1.35023], [0.88656, 2.38902, -1.48730], [1.46059, 2.26564, 0.18575], [2.25348, 1.33468, -1.10272], [-0.59355, 1.02524, -0.01813], [0.32081, -1.15558, -1.85640], [0.09745, 0.39363, -2.66962], [-1.23459, -0.32693, -1.76377], [1.84434, -0.79965, 0.27272], [0.44834, -2.20634, 1.72177], [-1.89068, -0.31353, 0.95885], [-1.89812, -1.39785, 2.35759], [-1.85756, -2.07032, 0.71528]], "atomic_forces_ev_per_a": [[0.02, 0.04, -0.03], [-0.04, -0.03, 0.04], [0.01, 0.02, -0.06], [0.05, 0.00, -0.26], [0.04, 0.13, 0.20], [-0.15, -0.23, -0.06], [-0.03, 0.04, -0.01], [0.06, -0.04, 0.10], [0.03, -0.10, -0.14], [-0.18, -0.04, 0.06], [0.11, -0.06, -0.08], [0.00, 0.16, 0.04], [-0.04, -0.02, 0.17], [0.15, -0.07, -0.01], [-0.16, 0.08, 0.02], [-0.06, 0.16, -0.06], [0.08, -0.13, 0.08], [0.06, 0.00, -0.12], [0.05, 0.09, 0.11]], "lowdin_charge": [-0.071, -0.384, -0.055, -0.273, -0.006, -0.302, -0.036, 0.076, 0.083, 0.083, 0.126, 0.081, 0.073, 0.074, 0.153, 0.139, 0.074, 0.081, 0.084]}



{"formula": "C6H12O", "method": "ωB97M-V with the def2-TZVPD basis set", "orbital_gap_ev": 8.7, "relative_energy_kj_mol": 345.71, "homo_energy_ev": -7.8, "lumo_energy_ev": 0.877, "mol_weight_da": 100.2, "charge": 0, "e_tot_ha": -310.9276, "elements": ["C", "C", "C", "O", "C", "C", "C", "H", "H", "H", "H", "H", "H", "H", "H", "H", "H", "H", "H"], "positions_angstrom": [[0.70621, 1.30901, -0.00924], [1.26604, -1.07602, 0.64648], [1.72787, -2.06541, -0.38596], [-0.05475, -0.98654, 0.50388], [-0.49651, 0.37960, 0.23408], [-1.33831, 0.94080, 1.36318], [-1.29570, 0.15736, -1.05176], [1.50903, 0.85635, -0.60302], [1.17381, 1.60282, 0.93270], [0.34157, 2.19410, -0.53775], [1.00158, -2.12245, -1.20992], [1.85801, -3.05277, 0.06517], [2.69719, -1.69221, -0.74404], [-1.62298, 1.96650, 1.10106], [-2.24541, 0.35423, 1.53011], [-0.75199, 0.96261, 2.28708], [-2.18123, -0.45699, -0.85651], [-0.68274, -0.38191, -1.78386], [-1.61171, 1.11093, -1.48168]], "atomic_forces_ev_per_a": [[-0.07, 0.13, 0.01], [-0.11, -0.20, -0.15], [-0.01, -0.07, 0.20], [0.53, 0.00, -0.23], [-0.12, 0.41, -0.12], [-0.03, -0.06, 0.07], [-0.06, 0.13, -0.03], [-0.35, 0.02, -0.09], [-0.14, 0.02, -0.11], [0.04, 0.04, 0.10], [0.20, -0.19, 0.15], [0.18, -0.06, -0.05], [-0.11, -0.36, 0.10], [-0.01, -0.16, 0.13], [0.10, 0.02, -0.05], [-0.09, 0.02, -0.12], [0.14, 0.12, 0.04], [-0.07, 0.23, 0.12], [-0.01, -0.04, 0.03]], "lowdin_charge": [-0.064, -0.076, -0.104, -0.124, -0.596, -0.028, -0.024, 0.080, 0.086, 0.090, 0.071, 0.079, 0.073, 0.093, 0.087, 0.092, 0.090, 0.085, 0.088]}



{"formula": "C6H12O", "method": "ωB97M-V with the def2-TZVPD basis set", "orbital_gap_ev": 10.2, "relative_energy_kj_mol": 175.98, "homo_energy_ev": -9.3, "smiles": "CC[C@@]1(C)C[C@H]1O", "lumo_energy_ev": 0.906, "mol_weight_da": 100.2, "charge": 0, "e_tot_ha": -310.9922, "elements": ["C", "C", "C", "C", "C", "C", "O", "H", "H", "H", "H", "H", "H", "H", "H", "H", "H", "H", "H"], "positions_angstrom": [[-0.53949, -1.89066, 0.89882], [-0.65869, -0.36648, 0.89563], [-0.10041, 0.44062, -0.30389], [-0.38661, -0.18893, -1.64294], [-0.10527, 1.89657, 0.06598], [1.21163, 1.19776, -0.12063], [2.05689, 0.64691, 0.85260], [0.50395, -2.22102, 0.91543], [-1.03309, -2.34643, 0.03347], [-1.02513, -2.30204, 1.79396], [-0.24405, 0.02157, 1.83196], [-1.73259, -0.11759, 0.91957], [0.23984, -1.08902, -1.72247], [-1.42359, -0.51434, -1.76985], [-0.10854, 0.47148, -2.46574], [-0.45301, 2.19598, 1.04810], [-0.34598, 2.59127, -0.73313], [1.81648, 1.72852, -0.87130], [2.32766, -0.15418, 0.37445]], "atomic_forces_ev_per_a": [[0.10, -0.04, -0.09], [0.03, 0.06, 0.00], [0.07, -0.17, 0.06], [-0.01, 0.08, -0.14], [-0.10, 0.26, 0.06], [-0.28, -0.01, -0.11], [0.23, 0.04, 0.26], [-0.08, 0.01, -0.04], [0.13, 0.08, 0.08], [0.13, 0.14, -0.18], [0.04, 0.00, -0.21], [0.22, -0.03, -0.02], [-0.16, 0.15, -0.09], [0.00, 0.17, 0.02], [-0.10, 0.01, -0.01], [-0.16, -0.18, -0.05], [0.23, 0.19, 0.18], [-0.53, -0.93, -0.47], [0.24, 0.19, 0.77]], "lowdin_charge": [-0.105, -0.203, -0.433, -0.042, -0.046, -0.306, -0.025, 0.071, 0.066, 0.073, 0.111, 0.120, 0.084, 0.082, 0.081, 0.111, 0.109, 0.148, 0.103]}



{"formula": "C6H12O", "method": "ωB97M-V with the def2-TZVPD basis set", "orbital_gap_ev": 10.7, "relative_energy_kj_mol": 35.78, "homo_energy_ev": -9.6, "smiles": "C[C@H]1CO[C@@H](C)C1", "lumo_energy_ev": 1.100, "mol_weight_da": 100.2, "charge": 0, "e_tot_ha": -311.0456, "elements": ["C", "C", "C", "O", "C", "C", "C", "H", "H", "H", "H", "H", "H", "H", "H", "H", "H", "H", "H"], "positions_angstrom": [[-2.21235, 0.59547, 0.05645], [-1.06479, -0.30881, 0.47662], [-0.50364, -1.14136, -0.67641], [0.79556, -1.51030, -0.27404], [1.37722, -0.37691, 0.37109], [2.20344, 0.41505, -0.63570], [0.19623, 0.42870, 0.96938], [-2.95048, 0.04238, -0.53392], [-1.83421, 1.42092, -0.55575], [-2.73605, 1.02062, 0.91742], [-1.42472, -0.99364, 1.25148], [-1.07325, -2.05400, -0.87771], [-0.47930, -0.53991, -1.60235], [2.03217, -0.77575, 1.15283], [2.95343, -0.23347, -1.09800], [2.71654, 1.26059, -0.16457], [1.55586, 0.80655, -1.42862], [0.20322, 1.45852, 0.59026], [0.24512, 0.48535, 2.06152]], "atomic_forces_ev_per_a": [[-0.06, 0.08, -0.05], [-0.03, -0.07, 0.00], [-0.25, 0.02, -0.08], [0.04, -0.12, 0.02], [0.15, 0.15, 0.12], [0.01, 0.02, -0.05], [0.01, 0.03, 0.02], [0.05, 0.06, 0.06], [-0.11, -0.07, 0.01], [0.11, 0.00, -0.08], [0.14, 0.00, -0.04], [0.08, 0.13, 0.03], [0.00, -0.06, 0.10], [-0.07, 0.06, -0.08], [-0.08, 0.08, 0.08], [-0.11, -0.11, -0.01], [0.09, -0.01, 0.09], [0.03, -0.15, 0.03], [0.00, -0.04, -0.18]], "lowdin_charge": [-0.075, -0.347, -0.191, -0.110, -0.374, -0.047, -0.097, 0.079, 0.079, 0.078, 0.139, 0.130, 0.126, 0.140, 0.081, 0.082, 0.080, 0.112, 0.115]}